Entry i
Formula: C9H14
Source: the OMol25 dataset
Level of theory: ωB97M-V with the def2-TZVPD basis set

Last column: Löwdin charge in e.
Positions of all 23 atoms, in Å:
C 0.99254 -0.88141 1.80276  -0.17
C 0.43070 -2.27869 1.58972  -0.16
H 1.33125 -0.62588 2.81387  0.06
H 1.84292 -0.65136 1.15649  0.06
H 0.28445 -0.06145 1.65377  0.04
H 0.74208 -2.68330 0.62835  0.06
H -0.65064 -2.24395 1.53387  0.05
H 0.74596 -2.93198 2.40376  0.06
C -0.25843 2.84181 0.02143  -0.05
C -0.34243 1.47289 -0.63438  -0.29
C 0.65345 1.05189 -1.49114  -0.06
C -1.39827 0.62172 -0.30783  -0.07
C 0.57518 -0.21000 -2.06713  -0.09
C -1.48690 -0.61792 -0.90483  -0.10
C -0.51655 -1.02055 -1.82290  -0.10
H -1.24811 3.25309 0.19054  0.07
H 0.13706 3.54289 -0.70135  0.07
H 1.54410 1.63429 -1.69197  0.11
H -2.14121 0.95861 0.39868  0.11
H 1.37035 -0.64737 -2.66773  0.10
H -2.22207 -1.32923 -0.54542  0.10
H -0.67610 -1.97745 -2.31164  0.10
H 0.29066 2.78335 0.95308  0.08

Values from the calculation:
multiplicity = 1
charge = 0
HOMO = -9.057 eV
frontier orbital gap = 10.1 eV
structure (SMILES) = Cc1ccccc1.CC

---

Entry ii
Formula: C9H14
Source: the OMol25 dataset
Level of theory: ωB97M-V with the def2-TZVPD basis set

Last column: Löwdin charge in e.
Positions of all 23 atoms, in Å:
C -0.36136 0.11739 -2.60882  -0.08
C -0.86004 1.11193 0.94166  -0.09
C -1.90548 0.20015 1.26912  -0.10
C -0.34775 1.18000 -0.34433  -0.04
C -0.89777 0.29638 -1.30883  -0.31
C -2.49481 -0.60790 0.36155  -0.11
C -1.84253 -0.63085 -0.83014  -0.07
H -0.55949 1.74910 1.68608  0.07
H -2.57146 0.45872 2.10120  0.11
H 0.52936 1.95781 -0.38118  0.15
H -3.31016 -1.25886 0.44745  0.09
H 0.76904 -0.00748 -2.76042  0.12
H -0.65124 0.82982 -3.25099  0.04
H -2.22834 -1.28617 -1.71570  0.14
H -0.82343 -0.86988 -2.84559  0.08
C 4.15263 -0.47931 1.33263  -0.14
C 2.69345 -0.79307 1.06233  -0.17
H 4.53824 -1.16074 1.99130  0.04
H 4.67769 -0.62579 0.50965  0.01
H 4.23885 0.56981 1.69561  0.09
H 2.06779 -0.08985 1.54076  0.02
H 2.35510 -1.69818 1.66830  0.08
H 2.14999 -0.93668 0.06248  0.08

Values from the calculation:
multiplicity = 1
charge = 0
HOMO = -8.877 eV
frontier orbital gap = 9.9 eV
structure (SMILES) = Cc1ccccc1.CC

---

Entry iii
Formula: C9H14
Source: the OMol25 dataset
Level of theory: ωB97M-V with the def2-TZVPD basis set

Last column: Löwdin charge in e.
Positions of all 23 atoms, in Å:
C 0.34944 -3.08890 -0.24141  -0.04
C -0.22621 -1.71824 -0.00691  -0.23
C -0.95830 -1.07426 -1.03756  -0.08
C -0.23766 -1.15277 1.32081  -0.04
C -1.39504 0.18526 -0.76458  -0.15
C -0.53706 0.18402 1.42948  -0.10
C -1.19824 0.94359 0.41144  -0.08
H 1.33090 -3.09156 -0.15346  0.03
H -0.08752 -3.58824 -1.07317  0.07
H -1.09046 -1.45182 -2.06781  0.12
H 0.04441 -1.63761 2.22302  0.10
H -2.07568 0.68994 -1.59446  0.14
H -0.36540 0.76370 2.31573  0.09
H -1.53369 1.90116 0.63230  0.08
H -0.17881 -3.64467 0.52351  0.09
C 1.81102 1.83561 -0.87690  -0.15
C 1.42112 3.10494 0.04502  -0.14
H 0.98681 1.31707 -1.44373  0.05
H 2.39237 2.33331 -1.71575  0.06
H 2.39000 1.10905 -0.29985  0.05
H 0.88661 2.72530 0.95230  0.04
H 2.27325 3.44820 0.57451  0.03
H 0.85282 3.81065 -0.54946  0.06

Values from the calculation:
multiplicity = 1
charge = 0
HOMO = -8.752 eV
frontier orbital gap = 9.8 eV
structure (SMILES) = Cc1ccccc1.CC

---

Entry iv
Formula: C9H14
Source: the OMol25 dataset
Level of theory: ωB97M-V with the def2-TZVPD basis set

Last column: Löwdin charge in e.
Positions of all 23 atoms, in Å:
C 0.94182 -1.10704 -2.93882  -0.06
C -0.87261 -1.19621 0.36280  -0.11
C -0.67466 -1.07550 -0.99638  -0.06
C 0.03279 -1.80007 1.24375  -0.08
C 0.52538 -1.50460 -1.56479  -0.29
C 1.17181 -2.33113 0.63788  -0.09
C 1.37968 -2.20984 -0.72643  -0.07
H -1.78137 -0.79445 0.80991  0.10
H -1.45701 -0.68429 -1.63995  0.11
H -0.32255 -1.97508 2.23627  0.09
H 1.89750 -2.87667 1.22813  0.10
H 0.82603 -1.90903 -3.66315  0.08
H 1.98669 -0.78079 -2.92909  0.08
H 2.30411 -2.50158 -1.22877  0.11
H 0.41515 -0.23186 -3.33632  0.08
C -1.29919 2.31285 1.35961  -0.17
C -0.33811 3.41511 1.76798  -0.18
H -0.96200 1.82979 0.43849  0.05
H -1.33198 1.56970 2.16091  0.06
H -2.30695 2.69831 1.19795  0.06
H -0.28767 3.55292 2.85174  0.06
H -0.54925 4.35542 1.25706  0.06
H 0.70241 3.24404 1.47120  0.06

Values from the calculation:
multiplicity = 1
charge = 0
HOMO = -9.003 eV
frontier orbital gap = 10.0 eV
structure (SMILES) = Cc1ccccc1.CC

---

According to the calculations, the structures order from most to least stable as entry i, entry iv, entry iii, entry ii.

---

Entry i
Formula: C9H14
Source: the OMol25 dataset
Level of theory: ωB97M-V with the def2-TZVPD basis set

Last column: Löwdin charge in e.
Positions of all 23 atoms, in Å:
C -2.27011 -0.91440 0.45145  -0.05
C -1.10454 2.59176 1.33579  -0.09
C -1.87987 1.52774 0.89905  -0.06
C 0.17664 2.37402 1.81282  -0.10
C -1.42655 0.21465 0.98374  -0.28
C 0.66473 1.07248 1.83877  -0.10
C -0.13343 0.00991 1.46572  -0.06
H -1.51292 3.58807 1.23288  0.10
H -2.85941 1.74025 0.48532  0.11
H 0.81797 3.18889 2.12077  0.10
H 1.68765 0.89193 2.14110  0.10
H -1.63509 -1.72810 0.10766  0.07
H -2.89755 -0.54224 -0.35514  0.07
H 0.25276 -1.00580 1.47175  0.11
H -2.94341 -1.29262 1.22476  0.08
C 1.67255 -2.20320 -2.13891  -0.17
C 2.07769 -0.73012 -2.17670  -0.17
H 2.30121 -2.80900 -2.79402  0.06
H 1.81735 -2.60980 -1.13665  0.06
H 0.62412 -2.30452 -2.41108  0.06
H 3.08503 -0.57352 -1.79106  0.06
H 1.42286 -0.11413 -1.56237  0.05
H 2.06231 -0.37224 -3.20564  0.06

Values from the calculation:
multiplicity = 1
charge = 0
HOMO = -9.052 eV
frontier orbital gap = 10.1 eV
structure (SMILES) = Cc1ccccc1.CC

---

Entry ii
Formula: C9H14
Source: the OMol25 dataset
Level of theory: ωB97M-V with the def2-TZVPD basis set

Last column: Löwdin charge in e.
Positions of all 23 atoms, in Å:
C 2.48075 -2.36576 2.34046  -0.18
C 1.50376 -2.38524 1.19457  -0.22
H 2.69187 -1.22897 2.43371  0.09
H 2.08002 -2.92097 3.29324  0.10
H 3.24063 -3.01761 1.92766  0.05
H 0.78177 -3.23337 1.26839  0.07
H 2.08203 -2.42531 0.26704  0.06
H 0.82696 -1.55191 1.07111  0.03
C -2.39347 -0.05430 -2.03310  -0.07
C 0.05689 0.37438 -1.43417  -0.07
C -1.29915 0.56773 -1.27056  -0.26
C 1.05802 0.93828 -0.61404  -0.10
C -1.74908 1.37319 -0.14809  -0.05
C 0.53666 1.44735 0.53538  -0.16
C -0.82352 1.62233 0.79760  -0.12
H 0.41526 -0.18761 -2.23435  0.09
H 2.22872 0.77514 -0.62294  0.15
H -3.41274 0.00499 -1.64295  0.08
H -2.25894 -1.12177 -2.18238  0.08
H -2.72852 1.59607 0.10983  0.09
H 1.26631 1.74191 1.32638  0.11
H -1.07552 2.13978 1.82531  0.14
H -2.36293 0.32189 -3.04830  0.08

Values from the calculation:
multiplicity = 1
charge = 0
HOMO = -8.876 eV
frontier orbital gap = 9.9 eV
structure (SMILES) = Cc1ccccc1.CC

---

Entry iii
Formula: C9H14
Source: the OMol25 dataset
Level of theory: ωB97M-V with the def2-TZVPD basis set

Last column: Löwdin charge in e.
Positions of all 23 atoms, in Å:
C 1.93358 -1.86461 -1.01975  -0.04
C -1.77469 -1.46774 -0.35345  -0.08
C -1.79243 -0.93400 0.92564  -0.11
C -0.54930 -1.75228 -0.94803  -0.05
C 0.65621 -1.55486 -0.24283  -0.27
C -0.61282 -0.72991 1.61361  -0.12
C 0.60628 -0.99972 1.01785  -0.07
H -2.62193 -1.77773 -0.95351  0.10
H -2.73417 -0.76207 1.43028  0.10
H -0.38152 -2.09233 -1.95530  0.10
H -0.66073 -0.24343 2.57111  0.11
H 2.32678 -0.90736 -1.35295  0.08
H 1.66998 -2.45975 -1.88501  0.06
H 1.51754 -0.89703 1.56466  0.11
H 2.58858 -2.45927 -0.39110  0.08
C 0.67910 2.82316 -0.18972  -0.16
C -0.73898 2.38174 0.22721  -0.14
H 1.12729 3.59480 0.43195  0.06
H 1.33428 1.95471 -0.20622  0.05
H 0.70640 3.22328 -1.20274  0.06
H -0.67498 1.37906 0.63327  0.02
H -1.41235 2.44597 -0.62989  0.06
H -1.19213 3.09937 0.91493  0.06

Values from the calculation:
multiplicity = 1
charge = 0
HOMO = -9.073 eV
frontier orbital gap = 10.1 eV
structure (SMILES) = Cc1ccccc1.CC

---

According to the calculations, the structures order from most to least stable as entry i, entry iii, entry ii.

---

Entry i
Formula: C9H14
Source: the OMol25 dataset
Level of theory: ωB97M-V with the def2-TZVPD basis set

Last column: Löwdin charge in e.
Positions of all 23 atoms, in Å:
C 1.83269 0.50066 -2.15506  -0.06
C 1.06741 -0.80213 1.30694  -0.10
C 1.52983 -0.73523 -0.00277  -0.05
C 0.40500 0.27263 1.88342  -0.11
C 1.37609 0.44586 -0.72358  -0.28
C 0.23781 1.44350 1.15786  -0.10
C 0.76817 1.54257 -0.11970  -0.06
H 1.21106 -1.70743 1.88478  0.10
H 1.98017 -1.63737 -0.40324  0.11
H 0.00250 0.14348 2.88071  0.10
H -0.29241 2.27218 1.61344  0.10
H 1.88066 1.52681 -2.54312  0.07
H 1.21607 -0.07600 -2.83865  0.08
H 0.72413 2.48378 -0.66338  0.11
H 2.87279 0.17026 -2.25486  0.08
C -2.52849 -0.87952 0.33578  -0.17
C -3.24738 -1.28057 -0.94924  -0.17
H -3.22524 -0.98960 1.16921  0.07
H -1.63814 -1.49097 0.46741  0.05
H -2.19515 0.15710 0.30169  0.05
H -4.19825 -0.76275 -1.04783  0.06
H -3.48378 -2.34601 -0.90382  0.06
H -2.65661 -1.18906 -1.86079  0.06

Values from the calculation:
multiplicity = 1
charge = 0
HOMO = -9.073 eV
frontier orbital gap = 10.1 eV
structure (SMILES) = Cc1ccccc1.CC

---

Entry ii
Formula: C9H14
Source: the OMol25 dataset
Level of theory: ωB97M-V with the def2-TZVPD basis set

Last column: Löwdin charge in e.
Positions of all 23 atoms, in Å:
C 0.21673 1.29969 -1.86583  -0.15
C -1.26666 1.48567 -2.19073  -0.17
H 0.71521 2.24946 -1.64135  0.07
H 0.29533 0.76561 -0.92503  0.02
H 0.73964 0.89631 -2.73065  0.07
H -1.62668 0.62234 -2.75101  0.06
H -1.89465 1.62182 -1.31233  0.05
H -1.47983 2.38590 -2.77677  0.06
C -0.65754 -2.63890 0.38891  -0.04
C 1.92463 0.10472 0.96810  -0.10
C 1.31608 -1.05742 0.51086  -0.07
C 1.21887 0.91721 1.83507  -0.11
C -0.01285 -1.33764 0.83301  -0.29
C -0.14724 0.77029 1.99741  -0.08
C -0.76224 -0.36905 1.47170  -0.06
H 2.95346 0.29137 0.70058  0.10
H 1.84393 -1.72092 -0.16301  0.11
H 1.75058 1.57446 2.51766  0.10
H -0.71587 1.48693 2.57509  0.10
H -0.95783 -3.17215 1.29412  0.08
H -0.03715 -3.26584 -0.23165  0.07
H -1.82103 -0.54251 1.57683  0.11
H -1.59490 -2.36734 -0.08098  0.07

Values from the calculation:
multiplicity = 1
charge = 0
HOMO = -8.978 eV
frontier orbital gap = 10.0 eV
structure (SMILES) = Cc1ccccc1.CC

---

Entry iii
Formula: C9H14
Source: the OMol25 dataset
Level of theory: ωB97M-V with the def2-TZVPD basis set

Last column: Löwdin charge in e.
Positions of all 23 atoms, in Å:
C 1.14580 -0.76950 -4.28879  -0.17
C 0.39163 -0.07669 -3.12075  -0.16
H 2.22793 -0.58552 -4.19695  0.06
H 1.10664 -1.84864 -4.14245  0.06
H 0.86748 -0.41558 -5.27334  0.06
H -0.46083 -0.73860 -2.94184  0.07
H 0.98756 -0.21630 -2.23181  0.02
H 0.15717 0.95452 -3.35125  0.07
C -2.25276 1.11005 2.92248  -0.05
C 0.96144 -0.79675 2.42738  -0.10
C 1.19593 -0.71358 1.05788  -0.08
C -0.05367 -0.08706 3.05197  -0.06
C -0.95855 0.63384 2.28998  -0.29
C 0.43729 0.25527 0.38124  -0.09
C -0.69735 0.81427 0.93433  -0.05
H 1.57283 -1.53035 2.94754  0.10
H 1.86658 -1.42143 0.59605  0.10
H -0.29132 -0.26715 4.09399  0.11
H 0.67003 0.43582 -0.66096  0.06
H -2.88710 0.23914 2.75693  0.09
H -2.60815 2.05450 2.49745  0.07
H -1.28347 1.48122 0.31426  0.11
H -2.09509 1.48853 3.93665  0.08

Values from the calculation:
multiplicity = 1
charge = 0
HOMO = -8.959 eV
frontier orbital gap = 10.0 eV
structure (SMILES) = Cc1ccccc1.CC

---

According to the calculations, the structures order from most to least stable as entry i, entry ii, entry iii.